DFT (wB97M-V/def2-TZVPD) results for 2 unconnected molecules or ions with the total composition C2H8NOP.

Values from the calculation:
strongest force on any atom = 6.092 eV/Å
LUMO level (alpha / beta) = -2.3 / -1.6 eV

```
13
Properties=species:S:1:pos:R:3:forces:R:3
C -1.661268 -0.605746 -0.383107 2.38 -0.29 -3.19
C -0.973699 0.782707 -0.181109 0.19 -1.06 1.70
N 1.608401 0.967805 0.359056 0.49 4.80 -0.54
O 1.506861 -1.509825 0.429307 -3.70 2.22 -1.97
P 0.659629 1.321050 -0.910076 -1.04 0.37 0.20
H -2.208048 -0.891581 0.448005 -1.10 -0.39 1.58
H -2.261562 -0.633702 -1.289427 -0.58 0.45 0.12
H -0.950842 -1.431094 -0.653520 -0.10 0.82 0.91
H -0.680785 0.784926 0.901345 -0.29 0.17 -0.79
H -1.760852 1.543977 -0.276468 0.51 0.20 -0.40
H 1.877531 0.028772 0.386126 -0.64 -5.93 1.22
H 2.542924 1.386435 0.415210 -0.44 0.57 -0.65
H 2.301705 -1.743726 0.754660 4.32 -1.93 1.81
```
Positions in Å, forces in eV/Å.

***

DFT (wB97M-V/def2-TZVPD) results for 7 unconnected molecules or ions with the total composition C6H29N2O6.

Values from the calculation:
total charge = +1
strongest force on any atom = 4.582 eV/Å
LUMO level = -2.9 eV

```
43
Properties=species:S:1:pos:R:3:forces:R:3
N -2.056378 -2.328936 1.056628 3.19 -0.43 -1.88
C -1.010972 -1.221110 1.733223 -1.82 -0.29 0.82
C 0.205652 -1.057038 0.818792 0.86 0.94 1.78
N 0.002581 -0.156122 -0.291433 0.60 -1.87 -2.49
C -0.834161 2.736424 0.710232 -1.77 0.71 2.74
C -0.153845 2.234842 -0.568231 -1.81 0.55 0.11
C 0.811100 1.108290 -0.352188 1.05 -1.38 -1.65
C 1.815193 1.018940 -1.662937 -4.39 -1.29 -0.20
H -2.354592 -3.161809 1.621370 -0.30 1.55 -0.41
H -2.705761 -1.815867 0.453750 -0.97 0.02 1.01
H -1.473771 -2.779571 0.266845 -0.60 0.57 1.58
H -1.700018 -0.270994 1.891941 1.78 -2.09 -0.45
H -0.725972 -1.713060 2.707431 -0.37 0.65 -1.04
H 1.063638 -0.758252 1.529721 -1.57 0.28 -0.75
H 0.640807 -2.030295 0.623054 -0.44 -0.43 -0.70
H 0.143118 -0.725553 -1.232922 -0.35 1.62 2.60
H -0.653388 2.431898 1.790162 1.37 -0.66 -1.31
H -1.940475 2.410158 0.812663 1.34 1.43 -1.03
H -0.595599 3.834191 0.853165 -1.22 -0.97 -0.47
H -1.088046 1.873086 -1.200867 2.40 0.78 0.57
H 0.349927 3.139653 -0.981607 -0.43 -0.91 -0.22
H 1.367502 1.232190 0.625717 -0.63 -0.09 -1.37
H 1.390050 1.514366 -2.567131 0.37 0.27 0.97
H 1.938739 0.007616 -2.045164 -0.72 -0.72 0.34
H 2.797736 1.182467 -1.546298 3.37 1.86 0.81
H -4.197525 0.443205 -0.190185 -1.38 0.84 -0.20
H -3.717957 0.726328 1.357886 -1.17 0.75 0.39
O -3.567246 0.363039 0.503162 2.34 -1.71 -0.32
H -1.055754 -1.977791 -3.130437 -0.11 -0.23 0.52
H 0.231214 -2.384677 -3.626244 0.91 -0.37 -0.29
O -0.257689 -2.430215 -2.807725 -0.88 0.70 -0.14
H 2.009046 -2.613866 3.135256 0.22 -0.43 -1.56
H 2.652411 -2.312044 1.779157 2.53 1.88 -1.40
O 2.001351 -2.824043 2.162093 -2.56 -1.82 3.31
H 3.316199 2.790036 0.933585 0.10 3.08 0.20
H 3.953232 1.643054 0.199804 -0.43 0.40 0.64
O 3.306038 1.877571 0.893628 0.93 -2.99 -0.50
H 4.035549 -0.585989 0.205082 -0.45 0.04 0.11
H 2.459606 -0.364361 0.416913 1.34 -0.24 -0.13
O 3.213657 -0.986413 0.516075 -0.49 0.02 -0.12
H -2.905713 0.150584 -1.860390 -1.80 1.49 -2.12
H -3.115688 1.219037 -3.004475 0.64 0.85 -0.52
O -3.593792 0.561026 -2.529087 1.33 -2.35 2.77
```
Positions in Å, forces in eV/Å.

***

DFT (wB97M-V/def2-TZVPD) results for 6 unconnected molecules or ions with the total composition C20H26Br8N2O4.

Values from the calculation:
strongest force on any atom = 6.151 eV/Å
LUMO level = -0.6 eV
SMILES string = O=[N+]([O-])c1ccccc1.O=[N+]([O-])c1ccccc1.BrCCBr.BrCCBr.BrCCBr.BrCCBr

```
60
Properties=species:S:1:pos:R:3:forces:R:3
O 5.030475 4.273445 3.529844 0.47 1.03 -1.35
N 6.196813 3.881704 3.644344 -3.29 3.14 -1.52
O 6.409148 3.021986 4.379250 2.89 -4.36 3.23
C 7.262980 4.570858 2.931998 -1.10 0.90 -2.39
C 8.560819 4.525821 3.367276 0.06 0.05 0.02
C 9.469484 5.279744 2.648472 1.04 1.09 -0.53
C 9.142805 6.095203 1.547854 0.62 -2.03 1.15
C 7.860507 6.020306 1.083605 -0.75 0.65 -0.23
C 6.896139 5.268772 1.745348 0.54 0.13 0.94
H 8.803977 3.926180 4.231970 0.20 0.06 0.02
H 10.519793 5.356441 2.887986 0.05 -0.51 0.60
H 9.975424 6.553540 1.034957 -0.29 0.48 -0.07
H 7.594355 6.661935 0.256642 -0.31 -0.26 -0.27
H 5.888960 5.327536 1.359950 -0.13 -0.37 0.39
O -12.710321 -0.257351 0.335247 -0.98 -0.76 -0.29
N -11.821503 -1.034588 0.100839 2.12 -0.50 -1.78
O -11.804207 -2.000805 -0.716040 -0.54 2.24 2.28
C -10.524204 -0.635533 0.724928 2.83 -1.14 0.38
C -10.455031 0.351346 1.705507 -0.81 0.28 1.94
C -9.325709 0.613270 2.490899 2.97 -2.44 -2.66
C -8.082250 -0.039112 2.016871 -1.90 1.15 0.30
C -8.080199 -0.984813 0.987508 -0.98 1.30 1.39
C -9.306454 -1.322798 0.427475 -1.20 -0.16 -0.84
H -11.355047 0.827220 2.065939 -0.33 0.01 -0.39
H -9.244396 1.181379 3.405794 -0.54 0.40 -0.30
H -7.112255 0.263923 2.382506 -0.07 -0.02 0.57
H -7.118367 -1.417983 0.755887 -0.27 -0.32 -0.47
H -9.311225 -2.121629 -0.299332 -0.30 -0.03 -0.13
Br 0.350085 -1.743749 -0.441831 0.35 0.38 -0.88
C 1.535803 -0.814312 -1.776883 0.77 0.16 2.02
C 2.660812 -0.127751 -0.896650 -0.50 -0.32 -1.65
Br 3.915441 0.434342 -2.340573 0.04 0.11 0.69
H 0.946345 -0.138640 -2.396639 0.03 0.09 0.47
H 2.002132 -1.551969 -2.429963 -0.22 -0.14 0.37
H 3.174714 -0.801195 -0.210746 -0.04 -0.26 -0.52
H 2.411423 0.751856 -0.303189 -0.43 -0.01 -0.51
Br 3.715860 -5.939760 3.987843 -0.14 -1.59 -0.69
C 3.764587 -7.856778 3.223031 0.60 0.34 1.45
C 4.666419 -8.716287 4.112361 -0.10 0.13 0.08
Br 3.848320 -9.400193 5.808619 0.49 0.69 -1.00
H 4.302413 -7.781245 2.277969 -0.54 0.21 -0.11
H 2.747678 -8.247370 3.185117 0.14 0.40 -0.29
H 5.564550 -8.125552 4.292629 -0.10 -0.21 0.66
H 4.999324 -9.620244 3.602326 -0.34 0.01 -0.10
Br 0.922551 8.524586 -1.808781 -1.31 -0.87 -0.33
C -0.401427 7.223194 -2.638319 0.09 -1.04 0.55
C -1.688344 6.847566 -1.839995 -0.51 0.81 -0.62
Br -2.504373 5.015058 -2.304256 1.07 1.47 0.35
H 0.175104 6.305562 -2.755216 0.18 0.29 -0.08
H -0.638403 7.626386 -3.622896 0.01 0.03 0.29
H -2.485038 7.520005 -2.158131 -0.01 -0.15 0.01
H -1.656340 6.955790 -0.755850 0.47 -0.55 -0.17
Br 0.244836 -7.177410 -7.302342 -1.32 0.33 0.23
C -1.662325 -7.006501 -6.760132 -1.30 0.00 0.71
C -2.212752 -5.565111 -6.567839 0.49 -0.69 0.65
Br -3.928845 -5.576339 -5.456886 1.07 -0.21 -1.14
H -1.832085 -7.606081 -5.865823 0.73 0.35 0.33
H -2.349531 -7.526582 -7.427490 0.62 0.12 -0.77
H -2.358506 -5.113539 -7.549131 -0.38 0.21 0.38
H -1.590939 -4.953735 -5.913859 0.11 -0.11 -0.39
```
Positions in Å, forces in eV/Å.

***

DFT (wB97M-V/def2-TZVPD) results for 3 unconnected molecules or ions with the total composition C22H44N3O5PS.

Values from the calculation:
<S²> = 2.009
strongest force on any atom = 4.215 eV/Å
LUMO level (alpha / beta) = 0.5 / -0.2 eV
multiplicity = 3

```
76
Properties=species:S:1:pos:R:3:forces:R:3
O 0.497371 0.500895 3.089906 -0.20 0.05 -3.83
C 0.683925 0.467466 1.870232 1.01 -1.43 1.49
N 1.989667 0.025553 1.297105 -0.20 0.73 -0.25
C 2.101948 0.858435 0.036356 -2.74 -0.41 0.67
C 0.662633 0.511185 -0.636984 0.95 0.14 -0.67
C -0.241681 0.873866 0.625162 0.57 0.64 0.86
P -2.054046 0.374054 0.577516 -1.71 0.16 -1.87
O -2.351391 -1.244586 0.985934 0.53 2.59 0.01
O -2.923609 1.501814 1.525177 1.97 -1.67 -0.63
S -2.669808 0.669245 -1.271620 0.40 -0.27 0.76
H 2.022140 -0.983950 1.061180 -0.25 0.81 0.49
H 1.910729 1.906504 0.467895 1.31 -1.10 -1.27
H 3.014062 0.707617 -0.613992 -1.10 0.24 1.10
H 0.599592 -0.584672 -0.981847 0.04 1.46 0.97
H 0.512619 1.090422 -1.605880 -0.34 -0.35 1.60
H -0.281863 2.019965 0.717830 -0.26 -1.50 -0.35
H -2.899208 -1.641253 0.259402 0.45 0.70 0.49
H -2.695298 2.364245 1.100200 -0.41 -0.82 0.34
C -7.790469 -5.493438 -1.536994 -0.27 0.05 0.19
C -6.283884 -5.180015 -1.352764 -1.23 -1.25 -1.21
C -5.663191 -6.236629 -0.416479 0.22 0.23 0.34
C -6.094456 -6.064965 1.038190 -0.08 -0.02 -0.04
C -5.826978 -4.645638 1.525361 0.27 -0.30 -0.21
C -6.389297 -3.546224 0.598322 -1.42 0.90 1.38
N -6.091332 -3.788544 -0.843807 4.15 -0.36 0.64
O -4.795083 -3.453418 -1.051094 -2.22 -0.08 -0.10
C -7.916435 -3.414794 0.790747 -0.29 -0.27 0.01
C -5.845778 -2.184743 1.094935 0.52 -0.03 -0.62
C -5.705068 -5.353896 -2.778372 0.58 0.44 0.20
H -7.938264 -6.311154 -2.247689 0.26 0.10 0.02
H -8.283139 -5.823173 -0.623834 0.02 0.14 0.03
H -8.331825 -4.629652 -1.931400 0.09 -0.01 0.08
H -4.568896 -6.184612 -0.465922 -0.08 0.17 -0.09
H -5.933712 -7.241503 -0.754382 -0.09 0.16 -0.19
H -7.153361 -6.313115 1.160579 0.02 0.01 -0.06
H -5.545104 -6.774428 1.664753 -0.06 0.05 -0.03
H -6.241077 -4.530638 2.533126 -0.05 0.22 -0.18
H -4.742600 -4.521479 1.631006 -0.06 0.15 -0.16
H -8.341073 -2.709666 0.070993 0.09 -0.09 0.00
H -8.153087 -3.036851 1.790193 0.25 0.00 -0.10
H -8.454159 -4.357085 0.705100 0.05 0.02 -0.11
H -4.755028 -2.162866 1.149412 -0.20 -0.08 -0.11
H -6.202632 -1.962118 2.102389 -0.16 -0.28 -0.09
H -6.171788 -1.367269 0.444999 0.05 -0.11 -0.01
H -6.160028 -4.644543 -3.474335 0.02 0.01 0.09
H -5.900854 -6.362098 -3.155051 -0.19 0.09 0.28
H -4.620837 -5.221905 -2.817582 -0.16 0.17 0.14
C 7.830363 4.099412 1.526953 0.13 0.30 -0.04
C 6.747538 3.317077 0.741114 1.59 -0.40 1.39
C 7.371849 2.763414 -0.555664 -0.27 0.14 -0.34
C 7.642665 3.850039 -1.593116 0.06 0.03 0.06
C 6.387250 4.668371 -1.870569 0.06 -0.44 0.00
C 5.695649 5.209874 -0.600540 0.19 2.12 -0.36
N 5.558675 4.182309 0.473991 -1.90 -2.76 -2.50
O 4.532931 3.370086 0.129050 1.27 1.45 1.10
C 6.469164 6.427661 -0.048070 0.38 0.06 0.06
C 4.332315 5.811964 -1.024794 -0.35 -0.71 0.22
C 6.398986 2.140732 1.686019 -0.66 -0.05 -0.37
H 8.500563 3.417987 2.057981 -0.23 -0.12 -0.12
H 8.483247 4.697847 0.893665 -0.12 0.08 -0.01
H 7.382136 4.752942 2.279746 -0.03 -0.03 -0.11
H 6.707908 2.012166 -1.000202 -0.11 0.10 0.15
H 8.307407 2.243615 -0.328607 -0.11 0.06 0.24
H 8.455674 4.505151 -1.265137 -0.03 -0.03 0.04
H 7.987099 3.385603 -2.522317 -0.01 0.06 0.06
H 6.643540 5.498792 -2.537775 -0.17 0.07 0.22
H 5.687787 4.037606 -2.432103 -0.11 0.04 0.20
H 6.046523 6.758913 0.904399 0.02 -0.11 -0.05
H 6.409680 7.274426 -0.738912 -0.15 -0.22 -0.02
H 7.532841 6.246739 0.093755 -0.06 -0.07 0.08
H 3.706369 5.096122 -1.565208 0.12 -0.04 0.24
H 4.472772 6.660539 -1.697417 0.31 -0.07 0.11
H 3.769943 6.170234 -0.157526 0.08 -0.09 -0.03
H 5.993599 2.506432 2.632731 -0.01 0.03 -0.09
H 7.290795 1.548939 1.912144 0.06 0.31 -0.14
H 5.676384 1.444661 1.252436 -0.04 0.26 0.00
```
Positions in Å, forces in eV/Å.

***

DFT (wB97M-V/def2-TZVPD) results for a molecular structure, C16H19NO3.

Values from the calculation:
strongest force on any atom = 15.530 eV/Å
LUMO level = -0.7 eV

```
39
Properties=species:S:1:pos:R:3:forces:R:3
C 2.003508 3.111850 3.100745 2.36 6.36 -1.47
C 2.759650 2.601875 1.884117 4.01 2.09 -0.10
C 2.024484 2.366668 0.513336 -8.84 3.04 12.41
C 0.902241 1.356352 0.788536 -1.06 3.90 -1.99
C 1.299887 0.084473 1.276372 8.76 -2.58 1.17
H 1.869848 -0.005196 2.339513 -2.14 0.71 -1.92
H 2.396713 -0.379200 0.759017 -2.79 1.78 0.51
C 0.383269 -0.969908 1.120235 -0.94 -6.10 3.46
N -0.232530 -1.118638 -0.153255 -2.59 -1.17 -1.23
C 0.439431 -1.140411 -1.248764 7.10 1.65 -4.47
C 0.166809 -1.090876 -2.633925 -7.60 -1.41 6.23
C -1.347802 -1.102337 -2.782991 -1.67 -2.56 -1.46
O -2.136452 -1.142920 -3.771217 3.18 1.15 -0.19
C -2.138721 -1.504892 -1.590305 -3.52 2.01 -2.35
C -3.638265 -1.593644 -1.659373 4.02 -2.58 2.70
C -4.269404 -2.033619 -0.438314 2.90 2.36 -4.81
C -3.849216 -2.093279 0.828693 12.42 2.10 -5.71
C -2.371707 -1.835619 0.944750 -3.33 0.17 -4.94
C -1.616840 -1.472273 -0.409774 0.77 -0.96 10.67
H -1.869514 -1.939688 1.861636 0.51 0.09 0.81
H -4.357028 -2.140953 1.593052 -5.35 -1.16 7.54
H -5.203527 -2.195378 -0.598299 -6.18 -1.10 -0.82
H -3.888339 -1.710487 -2.704743 -1.25 0.29 0.31
C 1.109168 -1.085467 -3.610185 -7.04 1.28 -7.15
O 2.144646 -0.663948 -3.658465 9.02 1.42 1.02
O 0.381669 -0.980619 -4.936597 -2.71 -1.42 3.30
H -0.698338 -1.056256 -4.666464 3.39 0.12 -1.61
H 1.633818 -0.988858 -1.304145 -2.45 -0.51 1.51
H 0.916389 -2.108128 1.558759 -1.38 3.13 -1.66
H -0.358740 -0.886384 1.912564 -0.51 0.24 -0.55
H 0.513171 1.346425 -0.269443 -0.75 -0.70 1.27
H 0.166105 1.812508 1.535200 0.59 -0.38 -1.35
H 1.636430 3.325910 0.311516 -0.61 0.97 -0.84
H 2.692672 2.116854 0.009593 9.90 -4.31 -8.96
H 3.347189 1.777255 2.360161 -0.43 -0.16 -1.26
H 3.755743 3.390142 1.577190 -2.96 -1.95 1.10
H 1.351323 4.223055 2.720554 2.02 -3.24 1.68
H 2.754828 3.263407 4.015991 -1.70 0.23 -2.11
H 1.327431 2.462201 3.424729 -3.16 -2.77 1.26
```
Positions in Å, forces in eV/Å.